Record 1
C31H48B2F2HfN3O3P2S as an isolated structure in a non-equilibrium geometry. Source: the OMol25 dataset; level of theory: ωB97M-V with the def2-TZVPD basis set.

```
93
Properties=species:S:1:pos:R:3:forces:R:3:lowdin_charge:R:1
Hf 0.239 -0.389 0.704 0.6 -0.1 1.4 1.66
C -4.523 -1.298 0.624 0.2 0.1 0.0 -0.09
C -4.138 -0.316 -0.488 0.4 -0.2 0.3 -0.67
C -5.392 0.339 -1.058 0.2 0.1 0.2 -0.08
C -3.431 -1.103 -1.602 0.1 0.1 0.2 -0.08
P -2.790 0.821 0.245 -0.3 0.9 -1.7 1.18
C -2.283 1.790 -1.288 -0.1 0.0 0.4 -0.28
N -1.088 1.238 -1.887 -0.4 0.2 0.2 -0.04
B -0.021 0.495 -1.278 -0.1 0.6 -2.2 -0.58
N 0.847 0.188 -2.380 0.5 -0.2 -0.2 -0.04
C 2.045 -0.619 -2.469 0.1 -0.1 0.1 -0.28
P 2.687 -1.235 -0.815 0.2 0.5 -1.7 1.15
C 4.230 -0.097 -0.656 -0.3 -0.1 0.5 -0.65
C 5.133 0.095 -1.880 -0.3 -0.2 0.0 -0.07
C 5.100 -0.609 0.492 -0.2 -0.1 0.0 -0.09
C 3.628 1.262 -0.259 -0.1 -0.2 -0.1 -0.09
C 3.190 -3.019 -1.281 -0.4 0.0 0.6 -0.68
C 1.983 -3.695 -1.945 -0.1 0.2 0.0 -0.09
C 4.400 -3.138 -2.197 -0.1 0.3 0.2 -0.07
C 3.442 -3.720 0.058 0.0 0.1 0.0 -0.09
C 0.355 0.747 -3.548 -0.3 0.3 0.1 -0.17
C 0.860 0.750 -4.838 0.1 0.0 0.0 -0.01
C 0.157 1.441 -5.809 0.0 -0.1 -0.1 -0.08
C -1.018 2.115 -5.501 -0.1 0.0 0.0 -0.08
C -1.532 2.113 -4.217 -0.1 0.1 0.1 0.00
C -0.841 1.415 -3.238 0.4 -0.2 0.0 -0.17
C -3.603 2.245 1.223 0.4 -0.3 0.2 -0.68
C -2.428 3.077 1.753 0.0 -0.2 -0.1 -0.10
C -4.528 3.188 0.455 0.0 -0.3 -0.1 -0.07
C -4.353 1.638 2.410 0.1 0.0 -0.2 -0.09
H -5.130 -2.104 0.216 0.0 -0.1 -0.1 0.09
H -5.108 -0.821 1.403 -0.1 0.1 0.1 0.06
H -3.631 -1.728 1.083 0.0 -0.2 0.0 0.05
H -5.974 -0.420 -1.580 0.0 -0.1 0.0 0.09
H -5.165 1.125 -1.775 0.0 0.1 -0.1 0.08
H -6.025 0.742 -0.273 -0.1 0.1 0.1 0.07
H -4.056 -1.937 -1.917 -0.1 0.0 0.0 0.10
H -2.491 -1.520 -1.240 0.0 -0.1 -0.1 0.06
H -3.224 -0.490 -2.477 0.0 0.1 -0.1 0.08
H -2.098 2.834 -1.008 -0.2 -0.1 -0.1 0.09
H -3.094 1.768 -2.023 0.0 0.1 0.1 0.08
H 2.827 -0.028 -2.954 -0.1 -0.2 0.0 0.08
H 1.836 -1.477 -3.116 0.1 0.1 0.1 0.10
H 5.768 -0.769 -2.055 0.0 -0.1 0.0 0.07
H 5.786 0.945 -1.686 0.0 0.1 0.1 0.10
H 4.598 0.314 -2.801 0.0 0.1 0.0 0.07
H 5.616 -1.525 0.210 0.0 -0.1 0.1 0.07
H 4.500 -0.787 1.382 0.1 -0.1 0.1 0.06
H 5.858 0.134 0.739 0.1 0.1 0.0 0.10
H 3.007 1.677 -1.052 -0.1 0.1 -0.1 0.09
H 4.426 1.972 -0.051 0.1 0.1 0.0 0.10
H 3.041 1.182 0.658 0.0 0.1 -0.1 0.03
H 1.969 -3.537 -3.021 -0.1 0.1 -0.1 0.08
H 1.043 -3.337 -1.524 -0.1 -0.1 0.0 0.06
H 2.032 -4.771 -1.785 0.1 -0.1 0.1 0.10
H 4.289 -2.524 -3.088 0.1 0.1 -0.1 0.08
H 4.508 -4.171 -2.521 -0.1 -0.2 0.0 0.10
H 5.308 -2.859 -1.676 0.2 0.1 0.0 0.07
H 2.541 -3.703 0.670 -0.1 -0.1 0.1 0.07
H 4.236 -3.241 0.624 0.1 0.0 0.1 0.07
H 3.724 -4.758 -0.106 0.0 -0.1 -0.1 0.09
H 1.781 0.248 -5.081 0.1 -0.1 -0.1 0.11
H 0.528 1.460 -6.822 0.1 0.0 -0.1 0.11
H -1.539 2.657 -6.275 0.0 0.1 -0.1 0.11
H -2.427 2.672 -3.990 -0.1 0.0 0.0 0.11
H -1.981 3.677 0.961 0.1 0.0 0.0 0.08
H -1.655 2.445 2.188 0.1 0.1 0.1 0.05
H -2.775 3.760 2.527 -0.1 0.1 0.0 0.09
H -4.051 3.602 -0.430 0.0 0.1 -0.1 0.08
H -4.786 4.013 1.118 0.0 0.1 0.0 0.10
H -5.450 2.707 0.153 -0.1 0.0 0.0 0.06
H -3.742 0.884 2.907 0.0 -0.1 0.1 0.07
H -5.278 1.174 2.079 -0.1 -0.1 0.1 0.07
H -4.606 2.417 3.130 0.0 0.1 0.0 0.09
O 2.918 1.656 3.059 -0.2 0.1 0.3 -0.22
S 1.942 0.624 3.052 0.9 0.5 0.4 0.70
O 2.256 -0.543 2.225 0.1 -0.4 -0.1 -0.39
N 0.489 0.998 2.368 0.4 0.6 -0.4 -0.14
C -0.407 0.262 3.053 -1.6 -0.3 1.3 -0.56
O -1.310 -0.348 2.447 0.7 0.7 0.5 -0.14
C -0.079 0.116 4.478 -0.1 0.0 0.5 -0.12
C -0.945 -0.031 5.549 0.2 0.0 -0.3 0.04
C -0.395 -0.012 6.823 -0.1 0.0 0.0 -0.03
C 0.976 0.093 7.011 0.1 0.0 -0.2 -0.03
C 1.848 0.202 5.929 0.3 0.0 0.0 0.00
C 1.294 0.231 4.671 -0.6 0.2 -0.6 -0.18
H -2.008 -0.104 5.376 -0.1 0.0 0.1 0.13
H -1.049 -0.059 7.679 0.0 -0.1 0.1 0.12
H 1.372 0.124 8.014 0.1 -0.1 0.1 0.12
H 2.913 0.292 6.069 0.1 0.0 0.1 0.13
F 0.408 -2.267 1.837 0.6 -0.6 0.3 -0.07
B -0.882 -2.575 1.354 -1.5 -2.4 0.5 -0.35
F -0.606 -2.279 -0.043 0.1 0.5 -0.5 -0.12
```
Forces are in eV/Å.

The calculation puts the molecular weight at 842.9 g/mol. Its relative energy (zero: lowest compared OMol25 entry of this formula, charge and spin) is 4.2616 eV. For the highest occupied orbital energy, the calculation gives -0.3694 Eh. The spin multiplicity is 1. As for the charge: +1.

Record 2
A 2-piece molecular cluster, C2H3ClFP overall in a non-equilibrium geometry. Source: the OMol25 dataset; level of theory: ωB97M-V with the def2-TZVPD basis set.

```
8
Properties=species:S:1:pos:R:3:forces:R:3:lowdin_charge:R:1
C 0.682 -0.920 0.089 0.4 3.9 -7.2 -0.06
C 0.906 0.347 -0.315 0.6 -0.3 1.0 -0.61
F -2.561 0.256 -0.523 0.0 0.3 1.0 -0.58
P -2.484 0.768 1.030 0.0 -0.3 -1.0 0.64
Cl 1.301 1.674 0.784 -0.3 -0.4 0.2 0.50
H 0.507 -1.615 -0.716 0.0 -0.2 -0.3 0.06
H 0.610 -1.315 0.958 -0.3 -1.8 6.1 -0.02
H 1.039 0.806 -1.307 -0.5 -1.2 0.3 0.06
```
Forces are in eV/Å.

The calculation puts the molecular weight at 112.5 g/mol. Its relative energy (zero: lowest compared OMol25 entry of this formula, charge and spin) is 3.1126 eV. For the highest occupied orbital energy (alpha / beta), the calculation gives -0.3107 / -0.3111 Eh. The spin multiplicity is 1. As for the charge: 0.

Record 3
A 2-piece molecular cluster, C3H8NOP overall in a non-equilibrium geometry. Source: the OMol25 dataset; level of theory: ωB97M-V with the def2-TZVPD basis set.

```
14
Properties=species:S:1:pos:R:3:forces:R:3:lowdin_charge:R:1
C 0.106 0.600 0.695 2.0 1.4 0.2 -0.15
C -1.837 -0.873 1.144 0.0 -0.6 -0.2 -0.08
C -0.872 -0.227 0.079 -4.0 -0.2 0.4 -0.21
N 1.417 0.753 -1.285 -1.6 0.2 1.8 -0.44
O 0.243 1.109 1.739 0.5 -0.6 -2.1 0.20
P 3.050 1.145 -1.402 1.4 -1.9 1.2 0.53
H 0.940 1.543 -1.713 -0.3 0.0 0.2 -0.07
H -1.371 -1.613 1.829 0.2 0.8 -0.3 0.09
H -2.542 -1.514 0.583 0.0 0.6 0.2 0.08
H -2.367 -0.112 1.730 0.1 -0.3 -0.2 0.08
H -1.551 0.429 -0.565 1.2 -0.5 0.7 0.16
H -0.576 -1.001 -0.563 1.3 -0.6 -0.9 0.09
H 3.562 -0.266 -1.579 -0.3 1.4 0.1 -0.13
H 3.574 1.086 0.013 -0.6 0.3 -1.1 -0.14
```
Forces are in eV/Å.

The calculation puts the molecular weight at 105.1 g/mol. Its relative energy (zero: lowest compared OMol25 entry of this formula, charge and spin) is 3.7232 eV. For the highest occupied orbital energy (alpha / beta), the calculation gives -0.2958 / -0.2958 Eh. The spin multiplicity is 1. As for the charge: 0.